ORCA calculation (ωB97M-V with the def2-TZVPD basis set) on a 8-piece molecular cluster, C22H33BCl21FN2O12P overall in a non-equilibrium geometry.

Geometry as ORCA input:
```
! RIJCOSX wB97M-V def2-TZVPD def2/J DEFGRID3
* xyz 1 1
C 5.4214 -0.7876 3.4827
O 5.1833 0.4479 4.1571
C 5.6084 1.5731 3.4117
C 4.4916 2.6503 3.3379
C 3.3297 2.2542 2.4127
C 3.7342 2.0947 0.9161
C 2.5231 2.2657 -0.0605
N 1.7754 1.0064 -0.2795
F 1.8421 0.1797 0.8557
C 0.3264 1.0528 -0.5611
C -0.5803 2.0445 0.1996
C -0.2971 2.1918 1.7007
O -0.1554 3.2437 2.1489
O -0.1872 1.1082 2.5438
C -1.4094 0.4094 2.6931
C -2.5443 1.0701 3.4586
O -1.4925 -0.6463 2.2588
C 0.3314 1.2239 -2.1311
N 0.4244 2.6155 -2.6190
C 1.4154 2.7654 -3.3029
O 2.2651 3.1656 -3.8468
O 1.4636 0.4086 -2.4535
C 2.3438 0.0770 -1.3552
C 2.0696 -1.4487 -1.1965
P 3.3658 -2.3967 -0.2698
O 2.7781 -3.0931 0.8470
O 4.5383 -1.4418 0.3378
O 4.0687 -3.5381 -1.2119
O 3.6133 0.4167 -1.7045
B 4.0591 -0.1076 -2.9420
O 3.8202 0.4485 -4.1772
O 4.8539 -1.2398 -2.8507
H 4.4953 -1.0553 2.9458
H 5.6157 -1.5963 4.2023
H 6.2901 -0.7440 2.8049
H 5.9643 1.3347 2.3952
H 6.4284 2.0449 3.9865
H 4.0802 2.6913 4.3628
H 4.9097 3.6451 3.1176
H 2.9574 1.2678 2.7503
H 2.4634 2.9340 2.4503
H 4.2887 1.1701 0.6970
H 4.4272 2.9210 0.6677
H 1.9005 3.0497 0.4018
H 2.8597 2.7011 -1.0141
H -0.1534 0.0793 -0.3891
H -1.6172 1.6745 0.0846
H -0.5775 3.0436 -0.2582
H -2.4952 2.1663 3.4147
H -2.4587 0.7844 4.5185
H -3.4790 0.6866 3.0354
H -0.6666 0.8195 -2.4769
H 1.9721 -1.9398 -2.1794
H 1.1167 -1.6468 -0.6858
H 5.1319 -1.1254 -0.3645
H 5.0184 -3.3383 -1.1892
H 3.3505 -0.2143 -4.7039
H 4.6668 -1.7592 -3.6459
C -8.4117 1.1116 1.8153
Cl -7.3452 2.0110 2.8984
Cl -9.1425 2.1911 0.6270
Cl -7.5387 -0.2011 1.0104
H -9.2057 0.6747 2.4097
C -12.5450 -0.4694 3.0681
Cl -11.3019 0.6465 3.6497
Cl -14.0890 0.3604 2.8894
Cl -12.0486 -1.2040 1.5408
H -12.6637 -1.2567 3.8024
C 4.5679 5.7596 -3.1360
Cl 4.9445 7.3573 -3.7718
Cl 6.0278 4.7730 -3.0146
Cl 3.7741 5.8880 -1.5579
H 3.8847 5.2719 -3.8205
C -2.2732 -1.9338 -3.5237
Cl -1.2691 -1.0740 -2.3294
Cl -3.5723 -0.9034 -4.1055
Cl -1.2586 -2.4930 -4.8494
H -2.7133 -2.7999 -3.0388
C -6.0268 -2.6195 -1.7251
Cl -5.5470 -3.9868 -2.7388
Cl -7.2946 -3.1033 -0.5987
Cl -4.6325 -1.9568 -0.8582
H -6.4242 -1.8465 -2.3720
C -3.7841 -6.2622 -6.0359
Cl -2.5361 -5.0312 -5.8149
Cl -5.0784 -6.0416 -4.8574
Cl -4.4322 -6.2140 -7.6752
H -3.3307 -7.2330 -5.8768
C 1.1833 -3.8353 3.7432
Cl -0.4405 -4.4124 4.1322
Cl 1.2642 -2.0766 3.8703
Cl 2.3812 -4.5897 4.7965
H 1.4086 -4.1086 2.7186
*
```

Values from the calculation:
- Molecular weight: 1322.8 u
- Highest occupied orbital energy: -11.48 eV
- Kohn-Sham gap: 8.56 eV
- Energy relative to the best compared isomer or geometry (same formula, charge and spin): 175.24 kJ/mol
- Calculated total energy: -326547.02083 eV

=====

ORCA calculation (ωB97M-V with the def2-TZVPD basis set) on a 4-piece molecular cluster, C22H33Br2O17PS2 overall.

Geometry as ORCA input:
```
! RIJCOSX wB97M-V def2-TZVPD def2/J DEFGRID3
* xyz 0 1
C -5.9330 1.2981 -7.1685
C -6.2074 1.1090 -5.7104
Br -7.7935 0.1798 -5.3031
C -5.4439 1.4834 -4.7018
Br -3.8166 2.4061 -4.9600
O -5.7718 1.2926 -3.3909
P -4.9887 0.1792 -2.5371
O -4.4279 -0.9262 -3.3138
O -3.9214 1.0147 -1.6865
O -6.1116 -0.0885 -1.4592
S -6.2520 -1.5710 -0.6572
C -4.6155 -1.7992 -0.0134
C -4.0996 -0.7058 0.9014
O -4.7396 0.1822 1.3650
O -2.7897 -0.9176 1.1473
C -1.9715 0.2197 1.4400
C -1.1811 0.6468 0.1961
C -1.1772 2.1522 -0.0593
O 0.2095 0.2404 0.3744
C 0.6353 -0.8466 -0.2968
O 0.2193 -1.9458 -0.0554
C 1.6967 -0.6432 -1.3658
S 2.4264 1.0016 -1.5382
H -6.8530 1.5294 -7.7061
H -5.5220 0.3731 -7.5879
H -5.2078 2.0962 -7.3362
H -3.0631 1.0208 -2.1349
H -4.7331 -2.7108 0.5931
H -3.8818 -2.0368 -0.7891
H -2.5748 1.0329 1.8475
H -1.2554 -0.0857 2.2053
H -1.5610 0.0818 -0.6614
H -1.2713 2.3723 -1.1288
H -2.0141 2.6393 0.4424
H -0.2406 2.5774 0.3025
H 2.5378 -1.2993 -1.1307
H 1.2802 -0.9902 -2.3138
H 1.4644 1.5374 -2.2966
C -0.3728 1.9083 7.2077
C -0.7122 1.6530 5.7651
C 0.4238 1.1701 4.8873
O 0.0382 1.6766 3.5976
C -0.7380 2.7679 3.7924
O -1.0759 3.5148 2.9278
O -1.0728 2.8815 5.0931
H 0.4859 2.5755 7.2885
H -1.2134 2.3723 7.7217
H -0.1373 0.9665 7.7034
H -1.5686 0.9779 5.6796
H 0.5365 0.0919 4.8425
H 1.3750 1.6286 5.1677
C 7.3863 1.0374 -3.0662
C 6.5440 -0.0552 -3.6658
C 5.3250 0.3915 -4.4499
O 4.4315 -0.7151 -4.2738
C 4.7502 -1.3212 -3.1103
O 4.0787 -2.1461 -2.5735
O 5.9207 -0.8498 -2.6345
H 6.7716 1.7132 -2.4707
H 8.1531 0.6159 -2.4181
H 7.8756 1.6055 -3.8575
H 7.1543 -0.7325 -4.2700
H 5.5086 0.5511 -5.5087
H 4.8631 1.2785 -4.0100
C 3.7319 -3.7817 2.2236
C 2.5655 -3.4063 3.0963
C 1.8487 -2.1253 2.7282
O 1.3385 -1.6943 3.9989
C 2.1407 -2.1965 4.9663
O 2.0893 -1.8752 6.1115
O 2.9966 -3.0983 4.4433
H 4.4377 -2.9537 2.1464
H 4.2597 -4.6395 2.6380
H 3.3779 -4.0392 1.2252
H 1.8519 -4.2318 3.1661
H 1.0390 -2.2537 2.0178
H 2.5416 -1.3623 2.3611
*
```

Values from the calculation:
- Molecular weight: 824.4 u
- Highest occupied orbital energy: -9.22 eV
- Kohn-Sham gap: 9.27 eV
- Energy relative to the best compared isomer or geometry (same formula, charge and spin): 0.00 kJ/mol
- SMILES: C/C(Br)=C(\Br)O[P@@](=O)(O)OSCC(=O)OC[C@@H](C)OC(=O)CS.C[C@@H]1COC(=O)O1.C[C@@H]1COC(=O)O1.C[C@@H]1COC(=O)O1
- Calculated total energy: -229204.04338 eV

=====

ORCA calculation (ωB97M-V with the def2-TZVPD basis set) on one molecule with the formula C22H33N3O2.

Geometry as ORCA input:
```
! RIJCOSX wB97M-V def2-TZVPD def2/J DEFGRID3
* xyz 0 1
C 0.9870 3.0976 2.6005
C 0.3850 2.9073 1.2421
C -0.9775 3.0709 1.0252
C -1.5193 2.9051 -0.2366
C -0.7099 2.5594 -1.3120
C -1.3143 2.4144 -2.6844
N -2.2245 1.2960 -2.7983
C -3.5712 1.4446 -2.8147
O -4.1591 2.4794 -2.5946
C -4.1793 0.0872 -3.1341
C -3.0118 -0.7064 -3.7144
C -1.7798 -0.0513 -3.0570
C -1.4148 -0.8722 -1.8077
O -0.7334 -1.8731 -1.9122
N -1.9876 -0.4612 -0.6665
C -1.8793 -1.1783 0.5873
C -0.8448 -0.5661 1.5298
C 0.5982 -0.8152 1.0503
N 1.2643 -1.7563 1.9369
C 2.0858 -1.1040 2.9378
C 3.4026 -0.5471 2.3759
C 4.1755 -1.6519 1.6584
C 3.2826 -2.3363 0.6240
C 2.0077 -2.8446 1.3126
C 1.1352 -3.6873 0.3879
C 0.6489 2.3796 -1.0978
C 1.1889 2.5591 0.1623
H 1.7109 3.9116 2.5821
H 0.2227 3.3302 3.3375
H 1.5115 2.1958 2.9148
H -1.6201 3.3447 1.8502
H -2.5767 3.0611 -0.3988
H -0.5258 2.3026 -3.4357
H -1.9050 3.3084 -2.9133
H -5.0166 0.1970 -3.8204
H -4.5545 -0.3565 -2.2097
H -3.0630 -1.7716 -3.4975
H -2.9665 -0.5757 -4.7962
H -0.9088 -0.0590 -3.7203
H -2.4200 0.4504 -0.6405
H -2.8669 -1.1773 1.0592
H -1.5973 -2.2047 0.3458
H -0.9607 -1.0207 2.5138
H -1.0381 0.5044 1.6210
H 0.5705 -1.2143 0.0394
H 1.1304 0.1414 1.0022
H 1.4973 -0.3046 3.3960
H 2.3134 -1.8413 3.7149
H 3.1881 0.2578 1.6690
H 4.0007 -0.1288 3.1880
H 5.0656 -1.2369 1.1791
H 4.5055 -2.3936 2.3908
H 3.0115 -1.6299 -0.1637
H 3.8143 -3.1699 0.1624
H 2.3158 -3.4912 2.1473
H 0.2245 -3.9718 0.9091
H 0.8646 -3.1641 -0.5248
H 1.6726 -4.5912 0.1109
H 1.2919 2.1098 -1.9234
H 2.2530 2.4383 0.3104
*
```

Values from the calculation:
- Molecular weight: 371.5 u
- Highest occupied orbital energy: -7.89 eV
- Kohn-Sham gap: 8.65 eV
- Energy relative to the best compared isomer or geometry (same formula, charge and spin): 35.13 kJ/mol
- SMILES: Cc1ccc(CN2C(=O)CC[C@@H]2C(=O)NCCCN2CCCC[C@@H]2C)cc1
- Calculated total energy: -31916.74654 eV